{
  "formula": "C43H64BrGeN3O2PSi3W",
  "method": "ωB97M-V/def2-TZVPD",
  "orbital_gap_ev": [5.95, 5.98],
  "spin_multiplicity": 2,
  "e_above_lowest_ev": 0.478,
  "total_energy_ha": -7919.16029,
  "total_charge": 2,
  "species": ["W", "N", "C", "O", "C", "C", "H", "H", "H", "H", "H", "H", "C", "C", "C", "C", "C", "Br", "N", "C", "H", "H", "H", "H", "H", "H", "C", "Si", "C", "C", "C", "Si", "C", "C", "C", "Si", "C", "C", "C", "C", "C", "C", "C", "N", "H", "H", "H", "H", "H", "H", "H", "H", "H", "H", "H", "H", "H", "H", "H", "H", "H", "H", "H", "H", "H", "H", "H", "H", "H", "H", "H", "H", "C", "Ge", "C", "C", "C", "C", "C", "C", "C", "C", "C", "C", "C", "C", "C", "C", "C", "C", "H", "H", "H", "H", "H", "H", "H", "H", "H", "H", "H", "H", "H", "H", "H", "C", "P", "C", "C", "O", "H", "H", "H", "H", "H", "H", "H", "H", "H"],
  "coordinates": [[-0.50112, -0.06125, 0.29408], [-1.87865, 3.54921, 2.12923], [-1.13228, 2.50904, 1.83283], [-1.62499, 1.51211, 1.23489], [0.28567, 2.41874, 2.24325], [0.80515, 1.11899, 1.64803], [-2.86378, 3.55236, 1.91160], [-1.49385, 4.31456, 2.65890], [0.30792, 2.37744, 3.33692], [0.83520, 3.31321, 1.95889], [0.95243, 0.46548, 2.50084], [1.78075, 1.22368, 1.17650], [1.93059, -4.94105, -1.34363], [0.77901, -4.06088, -1.70623], [-0.10373, -4.33956, -2.76424], [-1.14389, -3.50004, -2.95186], [-1.47126, -2.38529, -2.02360], [-2.37098, 0.42522, -1.36338], [-0.38934, -2.00190, -1.07744], [0.59658, -2.86249, -0.97946], [1.97680, -5.82202, -1.98041], [1.84888, -5.27985, -0.30741], [2.88599, -4.41565, -1.43486], [0.05910, -5.19319, -3.40975], [-1.85013, -3.65073, -3.75932], [1.37858, -2.65156, -0.27571], [-4.67901, -1.27781, 3.30723], [-3.87701, -0.34099, 1.87538], [-3.98951, 1.40155, 2.58601], [-5.06119, -0.36605, 0.42212], [-2.12215, -1.10273, 1.43473], [-2.56859, -2.82516, 0.62447], [-2.75951, -2.74338, -1.24614], [-1.35834, -4.24740, 0.95540], [-4.17865, -3.59292, 1.19553], [-1.34335, -1.59276, 3.07607], [-1.92513, -3.09518, 4.01642], [-1.22135, -0.19488, 4.31196], [0.44500, -1.96603, 2.55897], [1.31147, -2.70125, 3.36911], [2.66149, -2.75771, 3.08839], [3.14288, -2.03639, 2.00230], [2.24687, -1.34316, 1.22345], [0.91888, -1.34988, 1.45194], [-5.68267, -0.84675, 3.36520], [-4.20450, -1.04938, 4.26442], [-4.79932, -2.35554, 3.23132], [-4.86475, 1.40523, 3.23815], [-4.18591, 2.12446, 1.79036], [-3.15024, 1.73650, 3.19001], [-6.07094, -0.44925, 0.83300], [-4.92744, -1.18882, -0.27610], [-5.01180, 0.56160, -0.14673], [-1.67824, -1.50517, -2.62821], [-3.57568, -2.09073, -1.54995], [-3.06280, -3.76703, -1.48937], [-0.33595, -4.00936, 1.23691], [-1.31504, -4.85139, 0.04607], [-1.77168, -4.89507, 1.72846], [-5.07643, -2.99439, 1.05335], [-4.14653, -3.93779, 2.22919], [-4.27639, -4.48795, 0.57293], [-2.99597, -3.08430, 4.20229], [-1.43849, -3.07631, 4.99578], [-1.66844, -4.03658, 3.53677], [-2.17058, -0.07236, 4.83690], [-0.96439, 0.76409, 3.86828], [-0.46632, -0.43460, 5.06514], [0.90780, -3.20954, 4.23442], [3.33472, -3.32909, 3.71389], [4.19640, -2.00078, 1.76105], [2.56358, -0.75613, 0.38218], [-1.80933, 3.48262, -1.33173], [-0.14359, 2.44344, -1.14162], [0.35633, 2.30270, -3.02011], [1.02641, 3.42281, -3.51697], [1.30647, 3.54703, -4.87269], [0.90394, 2.55627, -5.75599], [0.21029, 1.45223, -5.27839], [-0.06210, 1.32895, -3.92312], [1.08897, 3.74952, -0.27036], [0.48053, 4.93480, 0.08119], [1.18094, 6.01979, 0.65483], [2.51918, 5.92113, 0.87824], [3.20928, 4.73267, 0.53202], [4.60550, 4.63318, 0.75918], [5.28832, 3.49333, 0.44995], [4.58894, 2.39975, -0.09905], [3.24511, 2.47857, -0.33281], [2.50065, 3.64482, -0.03547], [-1.50348, 4.45908, -1.70738], [-2.43302, 3.60776, -0.45036], [-2.39254, 3.00275, -2.10879], [1.35172, 4.21083, -2.84680], [1.83667, 4.41667, -5.23774], [1.11444, 2.65405, -6.81265], [-0.12787, 0.69118, -5.97165], [-0.61322, 0.46751, -3.57028], [-0.58068, 5.06876, -0.05812], [0.64727, 6.92851, 0.90057], [3.07654, 6.74540, 1.30521], [5.12153, 5.48664, 1.18016], [6.35365, 3.42560, 0.62237], [5.13810, 1.49760, -0.34374], [2.70641, 1.64014, -0.75214], [3.36098, 0.92407, -3.20533], [2.49833, -0.40954, -2.37345], [1.92691, -1.43262, -3.73400], [3.81417, -1.38468, -1.61762], [1.39019, -0.04890, -1.38268], [4.17736, 0.45543, -3.75827], [3.77803, 1.65617, -2.51610], [2.70178, 1.42305, -3.91345], [2.72790, -1.49434, -4.47223], [1.05878, -0.97824, -4.20659], [1.67624, -2.43646, -3.40553], [4.54908, -1.62235, -2.38770], [3.42724, -2.31905, -1.21229], [4.31824, -0.82465, -0.82825]],
  "mulliken_charge": [0.06, 0.30, -0.35, -0.16, -1.75, -0.65, 0.41, 0.30, 0.85, 0.13, 1.09, 0.16, -1.56, -0.01, -0.93, -1.47, 0.53, -0.31, 0.58, 0.91, 0.46, 0.29, 0.24, 0.56, 0.67, -0.21, -1.48, 0.88, -1.42, -1.23, 1.69, -0.51, -1.31, -1.47, -1.32, -0.37, -1.31, -1.00, 0.02, -0.91, -0.93, -1.41, -0.35, 0.98, 0.46, 0.34, 0.40, 0.55, 0.26, 0.51, 0.53, 0.29, 0.39, -0.20, 0.56, 0.90, 0.24, 0.49, 0.67, 0.41, 0.41, 0.52, 0.46, 0.56, 0.42, 0.40, -0.02, 0.45, 0.54, 0.50, 0.57, 0.29, -2.02, 3.12, 0.52, -0.73, -0.92, -0.84, -0.56, -0.80, -0.98, -0.11, -1.47, -0.79, 1.06, -0.83, -1.39, 0.05, 0.45, 0.70, 0.74, 0.25, 0.60, 0.29, 0.47, 0.41, 0.48, 0.71, 0.56, 0.45, 0.46, 0.47, 0.43, 0.44, -0.41, -0.68, 0.96, -0.76, -0.91, -0.75, 0.65, 0.19, 0.22, 0.59, -0.01, 0.25, 0.56, 0.04, 0.24]
}

=====

{
  "formula": "C43H67BN3O3P2",
  "method": "ωB97M-V/def2-TZVPD",
  "orbital_gap_ev": 7.92,
  "spin_multiplicity": 1,
  "total_energy_ha": -2776.01421,
  "total_charge": 1,
  "species": ["C", "C", "B", "O", "N", "C", "C", "C", "C", "C", "C", "N", "C", "C", "C", "C", "C", "N", "C", "C", "C", "C", "C", "C", "C", "O", "C", "P", "C", "O", "P", "C", "C", "C", "H", "H", "H", "H", "H", "H", "H", "H", "H", "H", "H", "H", "H", "H", "H", "H", "H", "H", "H", "H", "H", "H", "H", "H", "H", "H", "H", "H", "H", "H", "H", "H", "H", "H", "H", "H", "H", "H", "H", "H", "H", "H", "H", "H", "H", "H", "H", "H", "H", "C", "C", "C", "C", "C", "C", "H", "H", "H", "H", "H", "H", "C", "C", "C", "C", "C", "C", "H", "H", "H", "H", "H", "H", "C", "C", "C", "C", "C", "C", "H", "H", "H", "H", "H", "H"],
  "coordinates": [[6.63724, 2.64098, 2.17954], [6.48527, 2.32640, 0.67786], [5.04475, 2.41375, 0.08312], [4.83214, 2.85872, -1.20290], [3.75142, 2.14330, 0.91334], [2.63316, 3.13368, 0.86145], [3.00299, 4.60003, 0.92592], [2.83721, 5.22135, 2.31688], [1.47137, 5.04011, 2.99239], [0.23424, 5.06000, 2.07879], [-0.73334, 6.23587, 2.33194], [-1.06901, 6.87440, 1.04209], [1.77231, 2.54743, -0.22639], [1.66322, 1.06300, 0.22997], [1.07792, 0.33418, -0.99926], [0.72203, -1.16806, -0.98074], [0.68107, -1.91116, 0.36130], [-0.64107, -2.51558, 0.59545], [-1.46565, -1.88224, 1.63293], [-2.89889, -1.78215, 1.17389], [-3.37249, -0.60692, 0.57994], [-4.68432, -0.53687, 0.10249], [-5.50184, -1.65294, 0.22358], [-5.04509, -2.83420, 0.81520], [-3.73555, -2.89473, 1.29708], [-3.23900, -4.06607, 1.83335], [3.06709, 0.74832, 0.85179], [3.06051, 0.39390, 2.74227], [1.40153, -0.17584, 3.24824], [3.95070, -0.97766, 2.88217], [4.36628, -0.27948, -0.03941], [4.10601, -0.18304, -1.85029], [4.12790, -2.08427, 0.35643], [3.96946, -3.01757, -0.83532], [6.63203, 3.70419, 2.39534], [5.83922, 2.19319, 2.77631], [7.54870, 2.19763, 2.56092], [6.90383, 1.34312, 0.49518], [7.10430, 3.02043, 0.10913], [4.95965, 3.81300, -1.25581], [4.10821, 2.27985, 1.87378], [2.06156, 2.89627, 1.76422], [4.01408, 4.82842, 0.58721], [2.35900, 5.13017, 0.22920], [3.06463, 6.27974, 2.21737], [3.62143, 4.81899, 2.95876], [1.36652, 5.83046, 3.72920], [1.48275, 4.11285, 3.56105], [-0.32500, 4.14184, 2.25536], [0.46970, 5.06940, 1.01893], [-0.25098, 6.96019, 2.97768], [-1.64038, 5.84479, 2.78876], [-1.33300, 6.13479, 0.40141], [-1.91000, 7.43068, 1.14837], [2.23398, 2.61310, -1.20777], [0.81097, 3.04356, -0.28990], [0.84116, 1.11548, 0.94058], [0.15024, 0.86496, -1.20045], [1.68211, 0.54532, -1.87402], [-0.26852, -1.28495, -1.40437], [1.36912, -1.70987, -1.66536], [1.38222, -2.73866, 0.31004], [0.99888, -1.29646, 1.20082], [-0.52823, -3.49393, 0.80616], [-1.08319, -0.89631, 1.88062], [-1.44474, -2.46055, 2.55619], [-2.69064, 0.22566, 0.49388], [-5.01770, 0.37075, -0.37288], [-6.51012, -1.61605, -0.16359], [-5.67478, -3.70702, 0.88808], [-3.47624, -4.13571, 2.76181], [1.37267, -0.03162, 4.32675], [0.58422, 0.40088, 2.83278], [1.27816, -1.24141, 3.07610], [4.08887, -1.16082, 3.81793], [3.19773, -0.64902, -2.20862], [4.14054, 0.84092, -2.20867], [4.95906, -0.70433, -2.27573], [5.06629, -2.34880, 0.83764], [3.36741, -2.22089, 1.11215], [4.85427, -3.00566, -1.46245], [3.82761, -4.02698, -0.46166], [3.11396, -2.79207, -1.46294], [-11.18263, -0.01328, -2.42116], [-10.45180, 1.15255, -2.60720], [-9.29846, 1.37385, -1.86820], [-8.87358, 0.42598, -0.94699], [-9.60347, -0.73975, -0.76221], [-10.75944, -0.95888, -1.49805], [-12.08300, -0.18492, -2.99651], [-10.78178, 1.88866, -3.32864], [-8.73081, 2.28454, -2.01034], [-7.97103, 0.59727, -0.37250], [-9.27037, -1.48055, -0.04580], [-11.32869, -1.86771, -1.35326], [8.13374, -1.79749, -2.14235], [9.36113, -2.30952, -2.53796], [10.19936, -2.90038, -1.60291], [9.80920, -2.98538, -0.27348], [8.58088, -2.47589, 0.12254], [7.74565, -1.88017, -0.81212], [7.48157, -1.33363, -2.87265], [9.66464, -2.24812, -3.57462], [11.15824, -3.29560, -1.91069], [10.46261, -3.44943, 0.45336], [8.27526, -2.54363, 1.15929], [6.78841, -1.47965, -0.50118], [-9.01116, -3.39994, -3.79290], [-9.57306, -4.56924, -4.28543], [-9.25413, -5.79087, -3.70764], [-8.37777, -5.84267, -2.63302], [-7.81758, -4.67255, -2.13876], [-8.13196, -3.45261, -2.72051], [-9.25898, -2.44665, -4.24202], [-10.26058, -4.52909, -5.12033], [-9.68921, -6.70284, -4.09518], [-8.13176, -6.79473, -2.18077], [-7.13435, -4.71256, -1.29935], [-7.69382, -2.53947, -2.33749]],
  "mulliken_charge": [-1.21, -0.08, 0.68, -0.74, 0.08, 0.61, -0.94, -1.16, -0.92, -0.03, -0.50, -0.66, -2.43, 0.82, -1.97, -1.60, 0.97, -0.40, 0.27, -0.31, -0.15, -0.90, 0.06, -0.72, -0.07, -0.58, 0.51, 0.05, -1.10, -0.48, 0.43, -1.43, -0.44, -1.63, 0.35, 0.27, 0.38, 0.22, 0.45, 0.35, 0.26, -0.11, 0.41, 0.54, 0.57, 0.33, 0.67, 0.33, 0.21, -0.01, 0.31, 0.31, 0.20, 0.27, 0.33, 0.79, 0.10, 0.77, 0.52, 0.67, 0.43, 0.39, -1.29, 0.34, 0.03, 0.33, 0.38, 0.44, 0.40, 0.47, 0.33, 0.59, 0.17, 0.35, 0.36, 0.39, 0.47, 0.35, 0.71, 0.82, 0.29, 0.45, 0.36, -0.48, -0.37, -0.46, -0.22, -0.43, -0.42, 0.39, 0.39, 0.37, 0.39, 0.47, 0.40, -0.64, -0.48, -0.44, -0.46, -0.65, 0.12, 0.32, 0.38, 0.38, 0.37, 0.38, 0.62, -0.47, -0.46, -0.37, -0.54, -0.15, -0.29, 0.41, 0.37, 0.36, 0.38, 0.29, 0.47]
}

=====

Maximum force values, unit eV/Å, following the record order: 0.66, 1.67.